Formula: C27H32BrClN2O4Yb
Source: OMol25
Level of theory: ωB97M-V with the def2-TZVPD basis set

Positions of all 68 atoms, in Å:
Yb 0.4555 -0.0397 -0.2142
Cl 2.4087 -0.0944 -1.9424
N 0.1507 2.2054 -0.2560
N 0.0756 -2.2743 -0.2354
C -0.2815 2.9607 -1.2589
C -0.3481 -3.0294 -1.2461
C 1.1875 2.9492 0.4518
C 1.5489 4.0974 -0.5210
C 2.4379 2.1609 0.8477
C 0.4904 3.4299 1.7238
H 2.9178 1.6965 -0.0287
H 2.2190 1.3300 1.5490
H 3.1769 2.8209 1.3651
H -0.4121 3.9706 1.4033
H 1.1589 4.0520 2.3529
H 0.1415 2.5404 2.2802
C 1.0763 -3.0400 0.5051
C 1.4257 -4.2119 -0.4425
C 0.3362 -3.4695 1.7705
C 2.3472 -2.2927 0.9073
H 2.8472 -1.8414 0.0349
H 3.0634 -2.9721 1.4332
H 2.1458 -1.4557 1.6034
H -0.5737 -3.9928 1.4417
H 0.0213 -2.5516 2.2996
H 0.9663 -4.1077 2.4221
O 0.3072 -4.1802 -1.4375
H 1.4728 -5.2150 0.0347
H 2.3243 -3.9696 -1.0459
O 0.3982 4.0902 -1.4843
H 2.4202 3.8156 -1.1456
H 1.6408 5.1046 -0.0593
C -1.4105 2.5064 -2.1151
C -1.4386 -2.5616 -2.1431
C -1.4178 -1.2067 -2.8367
H -2.3325 -2.4893 -1.4988
H -1.5796 -3.4021 -2.8512
C -1.5911 -0.0248 -1.9817
C -1.4107 1.1610 -2.8268
H -1.9084 -0.0169 -0.8776
C -1.5484 1.1848 -4.2764
C -1.6747 -0.0113 -5.0086
C -1.8189 2.4887 -5.0461
C -1.5558 -1.2147 -4.2878
H -1.9334 -0.0053 -6.1036
C -1.8356 -2.5091 -5.0704
H -1.9712 -2.2748 -6.1434
H -2.7598 -2.9954 -4.7159
H -1.0036 -3.2132 -4.9582
H -2.7425 2.9746 -4.6897
H -1.9510 2.2654 -6.1216
H -0.9844 3.1876 -4.9221
H -1.5838 3.3555 -2.8055
H -2.2768 2.4218 -1.4353
Br -2.9373 1.0965 4.6549
C -1.1958 0.5185 5.1448
C -0.8223 0.4818 6.4795
C 0.4564 0.0781 6.8489
C 1.3828 -0.2904 5.8779
C 1.0400 -0.2658 4.5507
C -0.2480 0.1164 4.1636
C -0.5837 0.1459 2.7085
O -1.6578 0.3623 2.1640
O 0.5063 -0.0611 2.0012
H -1.5726 0.7772 7.1953
H 0.6940 0.0628 7.8999
H 2.3781 -0.6017 6.1564
H 1.7426 -0.5273 3.7611

Values from the calculation:
**Energy**: -5651.53797 Eh
**Charge**: -1
**LUMO level (spin up / spin down)**: 2.5 / 2.5 eV
**Spin multiplicity**: 2
**HOMO level (spin up / spin down)**: -0.930 / -2.928 eV

Formula: C27H32F6IN2OPReSbSi
Source: OMol25
Level of theory: ωB97M-V with the def2-TZVPD basis set

Positions of all 73 atoms, in Å:
Re 1.0246 -0.3730 -0.7476
C 0.2404 3.5776 0.5498
C -0.8095 3.2741 -0.4887
C -1.2193 4.3020 -1.3331
C -2.2322 4.1210 -2.2632
C -2.8713 2.8936 -2.3666
C -2.4761 1.8501 -1.5467
C -1.4444 2.0279 -0.6204
P -0.9287 0.6024 0.3731
C -1.0686 1.0784 2.1038
C -2.0273 2.0595 2.3847
C -2.2522 2.4718 3.6854
C -1.5062 1.9160 4.7134
C -0.5668 0.9328 4.4387
C -0.3384 0.4843 3.1430
C 0.6593 -0.6151 2.9105
C -2.0320 -0.7704 0.0218
C -3.1021 -1.1399 0.8281
C -3.8947 -2.2111 0.4403
C -3.6188 -2.8832 -0.7440
C -2.5502 -2.5024 -1.5504
C -1.7442 -1.4420 -1.1682
C -0.5714 -0.9599 -1.9882
H 0.9662 4.2949 0.1640
H 0.7750 2.6951 0.9105
H -0.2216 4.0313 1.4292
H -0.7386 5.2699 -1.2463
H -2.5308 4.9453 -2.8983
H -3.6787 2.7496 -3.0725
H -2.9879 0.8982 -1.6179
H -2.6047 2.5036 1.5837
H -3.0002 3.2254 3.8913
H -1.6612 2.2406 5.7341
H -0.0024 0.4919 5.2514
H 0.9935 -1.0290 3.8599
H 1.5477 -0.2582 2.3813
H 0.2138 -1.4316 2.3374
H -3.3046 -0.6078 1.7504
H -4.7250 -2.5223 1.0603
H -4.2419 -3.7157 -1.0447
H -2.3483 -3.0358 -2.4720
H -0.8959 -0.0902 -2.5757
H -0.2250 -1.7260 -2.6871
F 2.7057 -1.1319 -1.9124
Sb 4.4385 -0.5547 -1.0185
F 4.3059 0.9091 -2.1686
F 5.3889 -1.5908 -2.2100
F 5.7112 0.2651 0.0305
F 4.1669 -1.9807 0.1542
F 2.9543 0.3158 0.0772
I 3.0826 4.9832 -3.0240
C 2.1799 3.1498 -2.8612
C 1.5608 2.4112 -3.8678
N 1.0978 1.2877 -3.3324
N 1.3711 1.2374 -2.0042
C 2.0597 2.3747 -1.7303
H 1.4297 2.6253 -4.9176
H 0.6128 0.5315 -3.7901
H 2.4369 2.5569 -0.7391
C -0.4123 -4.1451 0.9254
Si 1.3348 -3.6365 0.6087
C 2.0794 -4.4671 -0.8566
C 2.3577 -3.4950 2.1361
O 1.0713 -1.8933 0.0413
H -0.3735 -5.0775 1.4994
H -0.9684 -4.3416 0.0067
H -0.9706 -3.4192 1.5223
H 1.9839 -5.5437 -0.6753
H 3.1342 -4.2421 -1.0047
H 1.5329 -4.2506 -1.7770
H 2.9194 -4.4284 2.2453
H 1.7243 -3.3845 3.0173
H 3.0851 -2.6881 2.1107

Values from the calculation:
**Energy**: -3078.72465 Eh
**Charge**: +2
**LUMO level (spin up / spin down)**: -8.3 / -8.3 eV
**HOMO level (spin up / spin down)**: -14.547 / -14.547 eV

Formula: C27H32FN3O3Pd
Source: OMol25
Level of theory: ωB97M-V with the def2-TZVPD basis set

Positions of all 67 atoms, in Å:
Pd 0.0095 0.2310 1.1273
C 2.9966 1.6092 -1.8194
C 3.2483 0.8360 -0.5327
C 4.6785 1.0587 -0.0198
C 2.2787 1.1723 0.5693
C 2.1690 0.2744 1.6875
C 1.4807 0.5964 2.8685
C 0.5901 1.6798 2.8551
C -0.2904 2.0084 4.0265
C 0.5080 2.4108 1.6448
C 1.4349 2.2658 0.5778
H 3.6850 1.2689 -2.5912
H 3.1707 2.6788 -1.6819
H 1.9802 1.4640 -2.1890
H 3.1215 -0.2336 -0.7330
H 4.8465 2.1145 0.2011
H 5.3951 0.7534 -0.7809
H 4.8850 0.4842 0.8840
H 2.7233 -0.6557 1.6529
H 1.5309 -0.0601 3.7265
H -1.2812 1.5701 3.9050
H -0.4084 3.0854 4.1335
H 0.1393 1.6165 4.9462
H -0.2439 3.1881 1.5796
H 1.4034 2.9602 -0.2492
F -6.3943 2.4709 0.3497
C -5.9330 1.2275 0.1185
C -4.6055 0.9834 0.3039
C -4.0939 -0.3078 0.1284
C -2.6739 -0.5666 0.3272
O -1.9563 0.4127 0.7045
C -2.2324 -1.8832 0.0861
C -3.1616 -2.8317 -0.2709
N -4.4721 -2.6153 -0.4080
C -5.3447 -3.7060 -0.8102
C -5.1455 -5.0507 -0.1900
C -6.3455 -4.2308 0.1786
C -4.9738 -1.3324 -0.2379
C -6.3280 -1.0522 -0.4537
C -6.8366 0.2221 -0.2774
N -8.2077 0.4614 -0.4990
C -8.7206 1.8097 -0.7252
C -10.1658 1.6991 -1.2323
N -10.3392 0.3682 -1.9048
C -10.2626 -0.7587 -0.9014
C -9.1978 -0.3936 0.1382
C -0.8109 -2.4109 0.1471
O -0.6277 -3.5839 -0.0903
O 0.1630 -1.5992 0.4381
H -3.9506 1.7868 0.6096
H -2.8082 -3.8373 -0.4561
H -5.6198 -3.6612 -1.8567
H -4.3739 -5.1571 0.5596
H -5.2762 -5.9099 -0.8308
H -6.3448 -3.7815 1.1630
H -7.3143 -4.5327 -0.1947
H -6.9852 -1.8448 -0.7808
H -8.0977 2.3057 -1.4678
H -8.7296 2.4310 0.1734
H -10.4043 2.4853 -1.9442
H -10.8946 1.7305 -0.4250
H -9.5865 0.2488 -2.5845
H -11.2217 0.3300 -2.4148
H -10.0086 -1.6587 -1.4574
H -11.2504 -0.8766 -0.4607
H -8.7375 -1.3003 0.5194
H -9.6553 0.1159 0.9940

Values from the calculation:
**Energy**: -1665.26807 Eh
**Charge**: +2
**LUMO level**: -5.5 eV
**HOMO level**: -13.474 eV

Formula: C27H32N4O4
Source: OMol25
Level of theory: ωB97M-V with the def2-TZVPD basis set

Positions of all 67 atoms, in Å:
C 4.6981 5.9361 -1.8266
O 4.5879 4.6861 -1.1928
C 3.3491 4.2336 -0.8662
C 2.1631 4.9049 -1.1013
C 0.9450 4.3477 -0.7291
C 0.9039 3.1192 -0.1052
C -0.4004 2.4627 0.2853
C -0.5813 1.2629 -0.5889
N -0.2366 0.1135 -0.1392
N -0.3683 -0.9275 -0.9917
C -0.0878 -2.2227 -0.7557
C 0.4464 -2.7338 0.5354
C -0.6332 -3.5231 1.2947
C -1.9737 -2.7974 1.3945
C -1.9058 -1.5131 2.2314
C -3.2544 -0.8554 2.2765
C -3.6525 0.0012 1.2575
C -4.9089 0.5788 1.2664
C -5.7901 0.3054 2.2987
C -5.4055 -0.5473 3.3189
C -4.1475 -1.1236 3.3055
C 1.6813 -3.6222 0.2235
C 2.4051 -4.0736 1.4881
O 1.3215 -4.7625 -0.5060
N -0.3364 -2.9520 -1.8295
C -0.7964 -2.1239 -2.7947
C -1.1857 -2.5987 -4.1431
C -0.8322 -0.8311 -2.3000
C -1.2063 0.4545 -2.8183
O -1.6155 0.7211 -3.9253
N -1.0511 1.4662 -1.8566
C 2.0927 2.4313 0.1342
C 3.3114 2.9661 -0.2357
O 4.5164 2.3684 -0.0465
C 4.5448 1.1015 0.5633
H 4.3129 6.7439 -1.1954
H 4.1772 5.9476 -2.7898
H 5.7634 6.0869 -1.9929
H 2.1669 5.8705 -1.5801
H 0.0350 4.8961 -0.9235
H -1.2330 3.1548 0.1561
H -0.3625 2.1326 1.3237
H 0.7705 -1.8739 1.1276
H -0.2673 -3.7359 2.3000
H -0.7804 -4.4718 0.7754
H -2.3401 -2.5564 0.3939
H -2.7018 -3.4728 1.8503
H -1.5768 -1.7628 3.2424
H -1.1823 -0.8269 1.7893
H -2.9682 0.2181 0.4495
H -5.2034 1.2421 0.4656
H -6.7722 0.7546 2.3069
H -6.0885 -0.7650 4.1272
H -3.8529 -1.7889 4.1049
H 2.3786 -3.0033 -0.3745
H 2.6578 -3.2195 2.1104
H 1.7803 -4.7632 2.0466
H 3.3164 -4.5946 1.2088
H 0.7313 -4.4767 -1.2255
H -2.0110 -3.3047 -4.0647
H -0.3503 -3.1148 -4.6127
H -1.4866 -1.7528 -4.7543
H -1.2730 2.4057 -2.1590
H 2.0343 1.4661 0.6116
H 5.5951 0.8175 0.6000
H 4.1433 1.1352 1.5816
H 3.9901 0.3593 -0.0206

Values from the calculation:
**Energy**: -1568.06958 Eh
**LUMO level**: 0.5 eV
**HOMO level**: -8.411 eV
**SMILES**: COc1ccc(Cc2nn3c([C@@H](CCCc4ccccc4)[C@@H](C)O)nc(C)c3c(=O)[nH]2)cc1OC